[1]
This record from the Open Molecules 2025 dataset describes a 10-piece molecular cluster, C38H44Cl10NO17 overall at a distorted geometry. The level of theory is ωB97M-V with the def2-TZVPD basis set.

```
110
Properties=species:S:1:pos:R:3:forces:R:3:mulliken_charge:R:1
C 2.097 -1.585 0.518 -1.65 -0.77 -0.18 -1.70
C 0.776 -0.874 0.038 0.10 0.23 0.33 1.10
C 0.420 0.401 0.888 2.50 -0.90 0.00 -0.44
C -0.281 1.551 0.269 -1.92 -0.10 0.77 -0.43
C 0.241 1.826 -1.093 0.11 0.58 -0.41 -2.43
C 0.184 0.666 -2.115 2.37 1.81 -0.38 2.07
N 0.966 -0.521 -1.438 2.06 -5.55 -4.17 0.84
O 1.661 -1.422 -2.222 -4.46 6.17 5.11 -0.30
C 1.085 1.205 -3.313 -1.71 -1.36 -1.02 -1.46
C -1.253 0.252 -2.554 0.73 -0.59 0.87 -1.59
C -0.459 -1.864 0.145 0.68 -0.63 -1.18 -1.19
H 1.929 -1.901 1.548 0.13 0.68 0.28 0.27
H 3.031 -1.036 0.393 -0.34 0.14 0.02 0.48
H 2.126 -2.565 0.043 0.34 0.17 -0.49 0.54
H 1.401 0.806 1.138 0.25 -0.15 0.50 0.10
H -0.025 0.019 1.807 -0.05 0.11 -0.11 0.14
H -0.173 2.390 0.955 0.33 0.26 -0.20 0.62
H -1.351 1.363 0.349 -0.37 0.00 -0.70 0.33
H 1.253 2.223 -1.012 0.47 -0.60 0.11 0.58
H -0.194 2.702 -1.574 -0.73 -0.15 -0.07 0.52
H 1.673 0.404 -3.759 0.24 0.21 0.21 0.20
H 1.633 2.145 -3.255 0.16 -0.34 0.98 0.44
H 0.338 1.416 -4.079 0.05 0.05 -0.23 0.39
H -1.936 0.393 -1.716 0.00 -0.24 0.07 0.26
H -1.243 -0.799 -2.845 -0.23 0.01 -0.08 0.07
H -1.651 0.849 -3.374 0.55 0.10 -0.01 0.76
H -1.439 -1.452 -0.093 0.29 0.39 -0.01 -0.13
H -0.532 -2.352 1.116 0.42 0.63 0.27 0.50
H -0.278 -2.693 -0.539 -0.11 -0.02 -0.22 0.36
C -2.989 4.501 -2.628 1.18 -0.23 1.41 -0.84
C -3.933 4.559 -3.530 -1.13 0.98 -3.11 0.47
C -4.200 5.841 -4.363 -0.26 1.04 1.61 0.58
O -5.155 5.941 -5.118 1.29 -0.80 0.53 -0.58
C -3.327 6.984 -3.967 -0.02 -0.16 -0.31 -0.88
C -2.409 6.896 -2.989 2.05 0.83 -0.22 0.41
C -2.122 5.648 -2.253 -1.12 -2.28 1.40 0.77
O -1.314 5.531 -1.327 -0.56 0.85 -1.60 -0.65
O -1.487 7.865 -2.719 -1.51 0.04 -0.85 -0.52
O -4.649 3.511 -3.942 0.20 -0.46 0.78 -0.46
H -2.895 3.557 -2.113 0.40 0.01 0.29 0.56
H -3.402 7.903 -4.530 -0.16 0.06 -0.03 0.44
H -0.871 7.547 -2.054 0.11 -0.34 0.48 0.35
H -5.211 3.796 -4.666 -0.47 0.33 -0.41 0.34
C 5.955 -1.077 5.374 0.72 0.40 -4.44 -0.58
C 5.553 -0.771 4.076 3.73 -0.59 0.87 0.30
C 4.192 -0.510 3.697 -3.94 1.52 0.53 0.57
O 3.710 0.182 2.782 2.26 -0.97 -0.38 -0.61
C 3.216 -0.932 4.667 1.16 -1.50 2.42 -0.53
C 3.626 -1.301 5.941 -1.84 -0.26 -1.77 0.43
C 5.042 -1.348 6.389 1.24 2.21 1.67 0.40
O 5.477 -1.296 7.549 -2.16 -1.16 -0.80 -0.59
O 2.734 -1.654 6.841 -0.67 -0.19 0.31 -0.50
O 6.513 -0.667 3.123 -0.25 0.04 0.71 -0.56
H 7.008 -1.099 5.615 0.04 -0.02 -0.12 0.47
H 2.197 -0.990 4.312 -0.15 0.25 0.47 0.53
H 3.212 -2.016 7.590 0.09 0.02 0.73 0.34
H 6.136 -0.377 2.289 -0.28 0.27 -0.23 0.34
C -1.795 -4.716 -4.873 0.43 -0.43 0.58 -0.87
C -1.450 -5.756 -5.651 1.18 -0.27 0.57 0.80
C -0.421 -6.814 -5.225 0.55 -2.19 -0.01 0.32
O -0.067 -7.816 -5.873 -1.23 2.77 0.81 -0.55
C 0.035 -6.687 -3.831 -0.90 3.49 0.50 -0.80
C -0.295 -5.547 -3.070 -0.53 -3.24 0.30 0.64
C -1.282 -4.470 -3.476 -0.72 -0.31 -3.74 0.46
O -1.699 -3.488 -2.907 0.97 -0.36 1.29 -0.41
O -0.161 -5.586 -1.729 0.56 0.78 0.16 -0.30
O -1.887 -5.940 -6.871 -0.08 -0.52 -1.11 -0.47
H -2.509 -4.032 -5.308 -0.11 0.39 0.37 0.27
H 0.592 -7.526 -3.441 0.09 0.08 0.20 0.35
H 0.306 -6.389 -1.484 0.14 -0.20 0.18 0.25
H -2.371 -5.179 -7.200 -0.26 0.16 -0.01 0.33
C 3.090 2.100 6.292 -2.57 0.19 -2.00 -0.45
C 2.010 2.230 5.434 0.26 -1.19 2.31 0.35
C 2.055 2.951 4.156 0.64 1.16 -1.31 0.66
O 1.081 3.332 3.511 0.52 -1.02 0.85 -0.63
C 3.431 3.211 3.711 2.18 -0.11 1.38 -0.72
C 4.513 3.070 4.563 0.88 0.26 -3.24 0.14
C 4.451 2.531 5.916 -4.36 -0.82 0.97 0.72
O 5.338 2.318 6.674 2.78 0.21 0.48 -0.57
O 5.817 3.185 4.110 -1.96 0.37 -0.08 -0.55
O 0.846 1.630 5.800 0.81 0.25 0.19 -0.43
H 2.828 1.520 7.165 0.66 0.13 0.39 0.51
H 3.637 3.462 2.681 -0.19 0.24 -0.01 0.44
H 6.366 3.144 4.896 0.48 -0.14 0.42 0.35
H 0.170 1.674 5.120 -0.17 0.41 -0.44 0.12
C -5.210 0.112 1.486 0.05 0.13 0.05 -0.35
Cl -4.028 -0.701 0.376 -0.87 0.46 0.38 -0.02
Cl -5.733 -0.973 2.795 0.32 0.32 -0.23 -0.14
H -4.726 1.011 1.866 0.22 -0.40 0.25 0.15
H -6.124 0.461 1.005 0.30 -0.50 -0.52 0.40
C -5.525 -0.344 -3.803 -0.07 -0.04 -0.91 0.04
Cl -3.858 -1.071 -4.038 -1.56 0.17 0.20 -0.09
Cl -6.728 -0.748 -5.190 1.58 0.53 1.59 -0.17
H -5.998 -0.642 -2.867 0.31 -0.57 -0.31 0.26
H -5.328 0.725 -3.730 -0.33 -0.10 -0.58 -0.02
C -3.142 0.902 4.683 -0.94 -0.60 0.02 -0.39
Cl -1.964 0.888 3.413 1.24 -0.18 -0.75 0.06
Cl -2.682 1.989 5.992 -0.41 -0.10 -0.30 -0.15
H -4.037 1.124 4.101 -0.29 0.71 0.97 0.22
H -3.297 -0.106 5.066 0.37 0.14 0.13 0.29
C 3.859 -1.279 -6.125 -0.03 -0.66 0.94 -0.03
Cl 3.793 0.459 -6.006 0.21 0.75 -0.47 -0.15
Cl 5.342 -1.940 -5.380 -0.17 0.08 -0.13 -0.15
H 3.029 -1.562 -5.477 0.13 -0.61 -0.48 0.01
H 3.812 -1.680 -7.138 -0.17 0.43 0.16 0.32
C -3.031 -4.192 2.340 -1.07 -1.34 -0.63 -0.49
Cl -1.847 -4.735 1.067 -0.63 0.11 1.04 -0.06
Cl -2.492 -2.927 3.372 0.46 0.99 0.07 -0.07
H -3.951 -3.993 1.790 0.33 0.84 -0.08 0.23
H -3.373 -4.955 3.038 0.85 -0.66 -0.41 0.42
```
Positions in Å, forces in eV/Å.

E in hartree: -7409.58584
Multiplicity: 1
HOMO energy in eV: -10.9
Orbital gap in eV: 4.56
Charge: +1



[2]
This record from the Open Molecules 2025 dataset describes C38H45BrCl75IN2O2 as an isolated structure at a distorted geometry. The level of theory is ωB97M-V with the def2-TZVPD basis set.

```
164
Properties=species:S:1:pos:R:3:forces:R:3:mulliken_charge:R:1
C 0.463 -0.815 3.680 -0.63 0.62 0.50 -0.40
C 1.058 0.360 2.696 0.36 -0.71 0.99 0.10
O 1.118 -0.023 1.263 0.87 2.35 0.47 -0.10
C 1.620 1.180 0.518 -0.23 -0.34 1.20 -0.81
C 0.431 1.657 -0.556 0.60 -0.89 0.74 1.78
C -0.761 0.514 -0.445 -6.74 -5.27 3.04 -0.43
N -1.721 -0.330 -0.125 9.16 8.05 -3.27 -0.55
C -0.030 3.161 -0.097 -1.03 1.09 0.06 -0.68
C -1.582 3.554 -0.451 -0.45 1.27 0.72 -0.22
C -2.684 3.078 0.683 -0.42 -0.98 -0.83 0.01
C -3.927 2.373 -0.186 0.11 1.48 0.26 -0.18
C -5.243 2.028 0.728 -0.33 0.40 -1.74 -0.50
O -5.916 0.840 0.105 1.38 0.15 1.83 -0.42
C -5.472 -0.352 0.844 0.54 0.07 0.70 -0.04
C 1.084 1.554 -2.056 -0.08 -2.11 -0.52 -0.60
Br -0.251 1.958 -3.543 1.11 -0.38 1.37 0.13
I 2.795 2.874 -2.418 -0.70 -0.54 0.32 0.58
C 1.621 0.006 -2.392 1.42 -8.01 -1.08 0.57
N 1.941 -1.242 -2.624 -2.88 11.63 2.01 -0.68
H 1.127 -0.841 4.672 -1.35 -0.23 -2.33 0.28
H 0.366 -1.872 3.180 0.41 2.18 0.96 -0.14
H -0.616 -0.469 4.058 2.28 -0.94 -0.99 0.18
H 2.186 0.529 3.026 -2.35 0.09 -0.56 0.30
H 0.380 1.310 2.855 1.61 -1.83 -0.68 -0.16
H 1.812 1.995 1.361 -0.51 -1.33 -2.25 0.42
H 2.654 0.993 0.004 -2.05 -0.04 0.74 0.01
H 0.645 4.032 -0.558 -1.10 -2.32 0.73 0.05
H 0.084 3.294 1.083 -0.19 -0.66 -2.60 0.26
H -1.957 3.213 -1.505 1.02 0.48 2.02 0.10
H -1.630 4.747 -0.458 0.23 -2.53 -0.16 0.16
H -3.072 3.970 1.358 0.78 -1.74 -1.56 0.34
H -2.243 2.272 1.408 -0.70 1.42 -1.37 0.04
H -3.527 1.468 -0.811 -0.81 1.52 1.54 0.05
H -4.256 3.197 -0.984 0.62 -1.77 1.64 0.23
H -6.011 2.925 0.554 1.65 -1.96 0.83 0.15
H -4.986 1.849 1.856 -0.58 0.35 -2.08 0.26
H -4.327 -0.167 1.126 -2.40 -0.74 -0.36 0.08
H -6.162 -0.419 1.811 1.75 -0.18 -2.05 -0.09
H -5.520 -1.343 0.211 -0.17 2.20 1.05 0.23
C -0.282 2.875 -7.175 0.01 0.06 -0.10 0.55
Cl -0.309 4.605 -7.559 -0.20 -0.41 -0.10 -0.08
Cl -1.856 2.352 -6.552 0.17 0.03 -0.05 -0.11
Cl 0.167 1.928 -8.604 0.00 0.08 0.23 -0.13
H 0.469 2.706 -6.400 -0.24 0.04 -0.19 -0.21
C -7.333 0.524 4.738 -0.22 -0.09 -0.18 -0.24
Cl -8.296 0.768 3.271 0.23 -0.32 0.18 -0.04
Cl -6.086 -0.705 4.466 -0.09 0.11 0.30 -0.01
Cl -6.600 2.049 5.262 0.00 -0.15 0.02 -0.10
H -7.997 0.171 5.531 0.22 0.14 -0.26 0.44
C 5.233 -0.490 -3.463 -0.27 0.00 0.01 0.43
Cl 4.270 -0.245 -4.930 0.18 -0.02 0.21 -0.11
Cl 6.480 -1.718 -3.735 -0.07 0.15 0.00 -0.14
Cl 5.967 1.036 -2.939 0.09 -0.18 -0.04 -0.09
H 4.569 -0.842 -2.670 0.16 0.05 -0.26 -0.21
C -10.574 4.223 2.917 0.07 0.00 0.06 0.21
Cl -12.153 4.202 3.721 0.13 0.04 -0.10 -0.15
Cl -9.296 3.740 4.044 -0.21 0.42 -0.05 -0.07
Cl -10.585 3.164 1.497 0.02 0.32 0.40 0.03
H -10.372 5.244 2.584 -0.17 -0.50 0.24 -0.04
C 2.870 -4.145 -0.513 -0.16 0.10 -0.03 -0.25
Cl 3.134 -5.334 0.774 0.61 -0.07 -0.84 -0.10
Cl 2.194 -2.648 0.152 0.07 -0.30 0.09 0.03
Cl 4.383 -3.814 -1.374 -0.11 0.04 0.00 0.00
H 2.152 -4.561 -1.224 0.26 0.14 0.22 0.30
C 7.693 -5.118 -3.245 -0.21 -0.09 -0.03 0.77
Cl 6.708 -6.375 -2.476 0.18 0.19 -0.10 -0.11
Cl 9.284 -5.015 -2.473 -0.06 0.09 -0.03 -0.09
Cl 7.862 -5.436 -4.980 -0.02 0.12 0.23 -0.14
H 7.186 -4.158 -3.119 0.17 -0.37 -0.01 -0.43
C -4.630 0.505 8.052 -0.17 -0.01 0.10 0.19
Cl -4.366 -0.684 9.339 -0.06 0.19 -0.29 -0.08
Cl -5.306 2.001 8.717 0.07 -0.17 -0.08 -0.13
Cl -3.117 0.835 7.191 -0.14 -0.08 -0.01 -0.04
H -5.348 0.089 7.341 0.29 0.14 0.15 0.02
C 0.626 -5.592 4.156 0.01 0.13 -0.14 0.56
Cl 0.593 -4.558 5.594 0.06 -0.18 -0.30 0.01
Cl -0.954 -6.354 3.903 0.11 -0.06 0.02 -0.15
Cl 1.101 -4.656 2.728 -0.62 -0.09 0.89 0.09
H 1.367 -6.379 4.314 -0.44 0.36 -0.04 -0.40
C -1.144 -2.066 -4.112 0.05 -0.01 0.13 0.45
Cl -2.149 -0.639 -4.416 -0.07 -0.41 -0.05 -0.08
Cl -1.682 -2.906 -2.648 0.15 0.15 -0.19 -0.09
Cl -1.179 -3.160 -5.505 0.04 0.11 0.04 -0.10
H -0.113 -1.735 -3.960 -0.32 -0.12 -0.04 -0.29
C 0.026 5.790 -3.779 -0.06 -0.01 -0.17 0.75
Cl -0.007 6.824 -2.341 0.07 -0.16 -0.06 -0.15
Cl -1.554 5.027 -4.032 0.11 0.30 0.01 -0.07
Cl 0.501 6.725 -5.207 -0.60 0.15 0.42 -0.12
H 0.767 5.002 -3.621 -0.18 0.18 -0.04 -0.47
C -0.573 -2.575 9.800 0.07 0.04 0.03 -0.11
Cl -0.600 -0.845 9.416 0.06 -0.21 0.07 -0.08
Cl -2.147 -3.098 10.424 0.25 -0.04 -0.01 -0.12
Cl -0.124 -3.522 8.372 -0.10 0.14 0.40 -0.07
H 0.178 -2.744 10.576 -0.27 0.06 -0.27 0.34
C -0.724 3.230 5.497 -0.01 0.07 0.14 0.21
Cl -1.687 3.475 4.029 0.10 -0.10 0.15 -0.04
Cl 0.523 2.001 5.225 -0.21 0.39 0.53 -0.12
Cl 0.010 4.756 6.021 -0.12 -0.19 -0.04 -0.14
H -1.388 2.877 6.290 0.21 0.13 -0.27 0.04
C 5.668 5.101 -0.611 0.12 -0.01 0.14 -0.02
Cl 6.866 6.261 -0.012 -0.17 -0.21 -0.08 -0.13
Cl 4.031 5.609 -0.163 0.17 -0.02 0.00 -0.10
Cl 5.803 4.918 -2.368 -0.09 -0.05 0.24 -0.05
H 5.866 4.131 -0.148 -0.07 0.32 -0.16 0.27
C 4.186 5.181 -6.239 0.03 0.07 0.06 -0.16
Cl 5.542 4.267 -5.556 -0.10 0.01 -0.19 -0.08
Cl 2.941 4.081 -6.853 0.30 0.14 0.05 -0.05
Cl 3.504 6.280 -5.028 0.66 -0.23 -0.18 -0.10
H 4.560 5.779 -7.074 -0.14 -0.22 0.28 0.41
C 3.329 -7.877 6.829 -0.08 0.03 0.18 0.03
Cl 3.710 -6.488 7.860 -0.01 -0.20 -0.15 -0.11
Cl 1.768 -8.581 7.284 0.20 0.06 -0.07 -0.12
Cl 3.323 -7.401 5.122 0.13 -0.15 0.51 -0.11
H 4.103 -8.635 6.972 -0.23 0.26 -0.12 0.29
C -3.274 -3.620 4.549 0.10 -0.02 -0.03 0.19
Cl -3.307 -2.586 5.987 0.08 -0.11 -0.08 0.02
Cl -4.854 -4.382 4.295 0.17 0.04 0.03 -0.14
Cl -2.799 -2.684 3.121 -0.04 -0.13 0.16 0.04
H -2.533 -4.407 4.707 -0.26 0.30 -0.04 -0.12
C 6.342 -9.277 3.556 0.00 -0.01 -0.04 -0.04
Cl 6.761 -8.538 5.111 0.03 -0.06 -0.15 -0.12
Cl 5.773 -10.938 3.789 0.09 0.20 -0.04 -0.12
Cl 5.116 -8.310 2.718 0.42 -0.19 -0.35 -0.05
H 7.241 -9.305 2.935 -0.30 0.03 0.23 0.32
C -11.132 6.982 -0.471 -0.07 0.04 -0.09 -0.05
Cl -12.711 6.960 0.333 0.18 0.01 -0.08 -0.12
Cl -9.853 6.499 0.656 -0.10 0.39 -0.33 -0.09
Cl -11.142 5.922 -1.891 0.13 0.31 0.17 -0.10
H -10.929 8.003 -0.805 -0.05 -0.36 0.14 0.38
C 9.632 -5.278 1.671 0.05 0.05 -0.04 0.27
Cl 10.916 -5.893 2.725 -0.11 0.06 -0.16 -0.14
Cl 8.257 -6.396 1.648 0.09 0.12 -0.06 -0.05
Cl 9.114 -3.667 2.196 0.07 -0.21 -0.13 -0.12
H 10.028 -5.198 0.656 -0.16 -0.02 0.32 0.06
C -12.568 1.640 -1.676 -0.02 0.04 -0.02 0.03
Cl -11.284 1.025 -0.622 -0.15 -0.13 -0.36 -0.10
Cl -13.943 0.522 -1.699 0.17 0.11 -0.05 -0.13
Cl -13.086 3.251 -1.151 -0.01 -0.30 -0.11 -0.09
H -12.172 1.720 -2.691 -0.14 -0.04 0.36 0.29
C -5.703 7.270 -0.433 -0.01 0.00 -0.11 -0.03
Cl -4.347 6.357 0.250 -0.12 0.09 -0.12 -0.08
Cl -6.948 6.170 -1.046 0.32 0.13 -0.02 -0.10
Cl -6.386 8.369 0.778 0.08 -0.09 -0.15 -0.13
H -5.329 7.868 -1.268 -0.12 -0.21 0.30 0.31
C 12.181 -2.311 -2.684 -0.21 0.11 -0.01 0.14
Cl 12.445 -3.499 -1.397 -0.03 0.06 -0.13 -0.12
Cl 11.504 -0.814 -2.019 -0.45 -0.71 0.03 -0.09
Cl 13.693 -1.980 -3.546 -0.13 -0.25 0.01 -0.15
H 11.463 -2.727 -3.395 0.25 0.12 0.24 0.22
C 1.404 -4.661 -8.487 -0.05 0.05 0.02 -0.03
Cl 2.342 -3.481 -7.556 -0.11 -0.16 -0.04 -0.06
Cl 0.170 -3.844 -9.462 0.16 -0.16 0.20 -0.04
Cl 2.471 -5.630 -9.518 -0.12 0.05 0.14 -0.14
H 0.900 -5.331 -7.786 0.18 0.23 -0.24 0.27
C -3.983 -3.992 -10.487 -0.04 -0.05 0.02 0.04
Cl -5.294 -2.822 -10.256 0.15 -0.18 -0.06 -0.12
Cl -2.627 -3.246 -11.349 -0.19 -0.09 0.02 -0.12
Cl -3.447 -4.641 -8.927 -0.11 0.04 -0.20 -0.09
H -4.362 -4.819 -11.092 0.14 0.30 0.21 0.30
C 13.251 2.755 -2.559 0.20 -0.02 -0.03 -0.04
Cl 12.522 3.043 -0.970 0.08 -0.01 -0.14 -0.12
Cl 13.778 1.070 -2.706 0.42 0.86 -0.12 -0.05
Cl 12.108 3.164 -3.850 0.14 -0.02 0.13 -0.12
H 14.127 3.401 -2.659 -0.34 -0.19 0.04 0.33
```
Positions in Å, forces in eV/Å.

E in hartree: -39120.54452
Multiplicity: 1
HOMO energy in eV: -9.1
Orbital gap in eV: 7.97
Charge: 0



no.,LUMO level (eV)
1,-6.3
2,-1.1